{"formula": "C64H54AuFGeP3", "method": "ωB97M-V/def2-TZVPD", "elements": ["Au", "Ge", "P", "P", "P", "F", "C", "C", "C", "C", "C", "C", "C", "C", "C", "C", "C", "C", "C", "C", "C", "C", "C", "C", "C", "C", "C", "C", "C", "C", "C", "C", "C", "C", "C", "C", "C", "C", "C", "C", "C", "C", "C", "C", "C", "C", "C", "C", "C", "C", "C", "C", "C", "C", "C", "C", "C", "C", "C", "C", "C", "C", "C", "C", "C", "C", "C", "C", "C", "C", "H", "H", "H", "H", "H", "H", "H", "H", "H", "H", "H", "H", "H", "H", "H", "H", "H", "H", "H", "H", "H", "H", "H", "H", "H", "H", "H", "H", "H", "H", "H", "H", "H", "H", "H", "H", "H", "H", "H", "H", "H", "H", "H", "H", "H", "H", "H", "H", "H", "H", "H", "H", "H", "H"], "coordinates": [[-0.3020, -0.1479, -0.1895], [-1.9129, -1.9935, -2.5588], [-2.2642, -1.3158, 1.0187], [1.1341, -2.2928, -1.0226], [-1.1309, 1.2541, -1.9510], [-2.4795, -3.0441, -3.8944], [-2.9069, -4.0004, 1.1626], [0.4213, -6.1633, -0.0317], [1.9727, 4.6959, 1.0061], [0.9466, -0.9195, -5.4052], [-1.0767, 4.8726, -0.0283], [-2.4063, 5.0806, 0.3049], [-3.3551, 4.1301, -0.0407], [-6.1465, 1.0687, 0.3698], [2.7471, 2.0545, 0.8320], [1.1205, -1.7507, -2.7551], [0.7299, -4.0727, -1.1885], [-3.1877, -5.2689, 0.6860], [3.4796, 3.0332, 0.1792], [-1.6514, 2.7847, -1.0882], [-2.5798, -1.9280, 5.5911], [-3.7897, -0.3822, 0.6669], [-3.7262, -1.6566, 4.8579], [-2.4291, -3.2290, -1.0762], [-3.0450, -0.4530, -3.0645], [-3.6554, -1.4794, 3.4850], [-2.5528, -2.9628, 0.2971], [-3.1166, -5.5200, -0.6717], [0.8741, 1.2887, 2.3659], [-2.9812, 2.9815, -0.7215], [1.2536, 3.7131, 1.6724], [3.0892, 4.3619, 0.2566], [-4.7449, -0.7849, -0.2581], [-0.1287, 2.2401, -4.4165], [-0.2055, -1.2195, -4.6914], [5.5646, -2.8393, 0.1492], [-3.3127, 1.8939, -3.5793], [0.7160, 0.0290, 1.5941], [-4.2164, -0.7200, -3.7692], [-0.6982, 3.7325, -0.7198], [2.4572, 2.4582, -3.4197], [1.6187, 2.3746, 1.5844], [3.4147, -1.8507, 0.5236], [2.1814, -1.0110, -4.7874], [3.7239, -3.3676, -1.3116], [0.6182, -4.7315, -2.4084], [-0.1327, -1.6217, -3.3642], [0.6208, -4.7943, 0.0001], [-4.9147, 0.3009, -4.3896], [1.4439, 1.9637, -2.6135], [1.6665, 1.0137, 3.6716], [-2.4297, -1.5777, 2.8259], [2.1805, 2.8412, -4.7233], [-0.5527, 1.7463, 2.7518], [0.1396, 1.8757, -3.0997], [-2.5992, 0.8662, -2.9564], [-5.9103, -0.0464, -0.4185], [-2.7343, -4.5065, -1.5368], [4.7443, -2.0048, 0.8897], [2.8982, -2.5052, -0.5881], [-1.2909, -1.8915, 3.5661], [0.4182, -6.1053, -2.4338], [5.0492, -3.5258, -0.9433], [0.3231, -6.8212, -1.2515], [-1.3632, -2.0610, 4.9400], [0.8920, 2.7206, -5.2224], [-4.4537, 1.6084, -4.3071], [2.2702, -1.4235, -3.4650], [-5.1948, 1.4759, 1.2955], [-4.0094, 0.7740, 1.4218], [0.3439, -6.6173, -3.3850], [-5.3751, 2.3408, 1.9208], [0.8750, -0.6096, -6.4395], [-4.9834, 2.4070, -4.8100], [0.7054, -4.2759, 0.9503], [0.6972, -4.1829, -3.3390], [2.6682, 0.6441, 3.4447], [4.3655, 2.7488, -0.3751], [-0.4886, 2.4915, 3.5435], [-4.5666, -1.7423, -3.8464], [1.6644, 1.6408, -1.6013], [0.3961, 4.0042, 2.2637], [5.6858, -4.1965, -1.5060], [3.3239, -3.9200, -2.1532], [-4.6840, -1.5805, 5.3557], [-2.7063, 5.9789, 0.8287], [-7.0753, 1.6153, 0.2694], [0.1715, -7.8927, -1.2775], [-2.9739, 2.9180, -3.4868], [-3.2581, 1.1055, 2.1285], [-4.3966, 4.2817, 0.2128], [-4.5984, -1.6869, -0.8359], [3.4641, 2.5395, -3.0297], [0.6771, 3.0010, -6.2458], [3.6512, 5.1258, -0.2645], [3.0828, -0.7756, -5.3388], [1.6615, 5.7297, 1.0873], [1.7738, 1.9317, 4.2508], [-0.3409, -2.0049, 3.0611], [-3.7282, 2.2419, -0.9729], [0.9932, -0.8869, 2.1159], [2.7553, -1.2276, 1.1082], [0.3464, -6.7212, 0.8931], [3.0607, 1.0249, 0.7401], [6.6012, -2.9680, 0.4314], [-2.6706, -4.7132, -2.5957], [-4.5585, -1.2644, 2.9326], [-1.1210, 0.8963, 3.1368], [-2.6373, -2.0377, 6.6659], [3.2394, -1.4971, -2.9898], [5.1337, -1.4768, 1.7513], [0.3428, 3.5780, -0.9725], [-6.6464, -0.3645, -1.1456], [-3.3497, -6.5004, -1.0653], [-0.3270, 5.6061, 0.2416], [1.1405, 0.2739, 4.2797], [-1.1730, -1.1540, -5.1770], [-1.0780, 2.1699, 1.8942], [-2.9836, -3.8092, 2.2237], [-3.4735, -6.0525, 1.3760], [-5.8125, 0.0772, -4.9515], [2.9696, 3.2288, -5.3548], [-1.1272, 2.1464, -4.8199], [-0.4706, -2.3026, 5.5028]], "forces_ev_per_a": [[-0.63, -0.25, 0.55], [-0.13, -0.15, -0.58], [-0.20, 0.11, -0.51], [0.00, -0.44, -0.23], [0.22, 0.33, 0.23], [0.04, 0.09, 0.16], [-0.06, 0.17, -0.02], [0.00, -0.01, 0.07], [0.21, -0.02, 0.14], [0.07, 0.00, -0.02], [-0.06, 0.12, -0.08], [-0.03, 0.00, -0.02], [-0.07, -0.06, 0.02], [-0.05, 0.01, -0.03], [-0.05, 0.00, 0.00], [0.14, 0.19, -0.11], [-0.10, 0.09, 0.03], [-0.04, -0.13, -0.06], [0.02, -0.11, 0.06], [-0.02, 0.02, 0.09], [-0.06, 0.00, -0.01], [0.05, 0.11, 0.16], [-0.01, 0.00, 0.04], [0.21, 0.48, -0.13], [0.32, -0.03, 0.28], [0.06, -0.06, -0.05], [0.07, -0.22, 0.12], [0.01, 0.01, 0.11], [0.65, -0.17, 0.88], [0.07, 0.02, 0.02], [0.06, -0.09, 0.20], [-0.04, 0.04, -0.05], [0.02, -0.02, 0.09], [0.03, 0.05, 0.07], [-0.17, -0.08, 0.00], [0.00, 0.03, 0.04], [0.08, -0.07, 0.03], [-0.06, 0.95, -1.07], [0.05, -0.15, 0.03], [-0.09, -0.09, -0.13], [0.02, 0.04, 0.04], [-0.11, 0.05, -0.14], [-0.01, -0.04, -0.16], [0.00, 0.03, -0.11], [0.04, 0.06, 0.08], [0.04, 0.01, 0.08], [-0.17, -0.21, 0.39], [-0.08, 0.00, -0.10], [-0.06, 0.05, 0.00], [-0.03, -0.04, -0.10], [-0.12, 0.14, -0.09], [0.26, 0.11, -0.03], [0.03, 0.02, -0.03], [-0.21, -0.30, -0.16], [0.13, -0.33, 0.04], [-0.03, -0.23, 0.11], [-0.04, -0.02, -0.05], [0.00, -0.06, -0.19], [0.03, 0.02, 0.08], [-0.05, 0.14, 0.07], [-0.11, 0.04, -0.03], [-0.02, -0.06, -0.07], [0.02, -0.08, -0.08], [-0.02, -0.03, 0.00], [0.10, -0.08, 0.03], [-0.04, 0.03, -0.02], [-0.03, 0.04, -0.04], [-0.09, -0.11, 0.07], [0.04, 0.04, 0.04], [-0.05, -0.07, -0.12], [-0.01, 0.01, 0.01], [0.01, 0.03, -0.03], [0.00, 0.01, 0.00], [-0.02, 0.00, 0.03], [-0.01, -0.04, 0.02], [0.00, -0.02, 0.01], [-0.01, -0.02, 0.00], [-0.03, 0.04, -0.05], [0.05, -0.01, 0.02], [0.01, 0.02, -0.09], [-0.01, -0.01, -0.05], [0.00, 0.02, -0.06], [-0.01, 0.01, -0.01], [0.02, 0.00, -0.01], [0.01, 0.02, 0.01], [0.02, 0.01, 0.00], [0.01, 0.01, -0.01], [0.00, 0.01, 0.00], [-0.02, 0.02, -0.02], [-0.05, 0.02, 0.03], [0.00, 0.00, 0.03], [-0.02, -0.03, -0.02], [0.00, -0.01, 0.00], [0.01, 0.01, 0.01], [0.00, 0.02, 0.03], [0.00, 0.04, 0.02], [0.07, -0.01, 0.01], [0.02, -0.03, 0.01], [0.02, -0.05, 0.02], [-0.06, 0.00, -0.03], [0.04, 0.12, 0.31], [0.04, 0.17, 0.05], [-0.01, 0.01, 0.00], [0.06, -0.18, 0.02], [0.00, -0.01, -0.02], [0.01, -0.02, 0.03], [-0.02, 0.01, -0.02], [-0.03, 0.09, 0.06], [0.00, -0.04, 0.00], [0.00, 0.01, -0.02], [0.00, -0.03, 0.00], [-0.01, 0.08, -0.01], [0.00, 0.00, 0.01], [0.03, -0.01, 0.01], [-0.13, -0.04, -0.06], [0.02, 0.00, 0.02], [0.03, 0.03, -0.03], [0.01, -0.04, -0.04], [-0.02, -0.05, -0.01], [0.02, 0.01, 0.01], [-0.01, 0.00, 0.02], [0.01, -0.02, 0.00], [0.00, -0.02, -0.03], [0.01, 0.02, -0.01]], "lowdin_charge": [0.5396, 0.9395, 1.0588, 1.0474, 0.9888, -0.2835, -0.0737, -0.0748, -0.0878, -0.0642, -0.0818, -0.0645, -0.0708, -0.0687, -0.0509, -0.4203, -0.3784, -0.0592, -0.0790, -0.3374, -0.0637, -0.3652, -0.0549, -0.2701, -0.2783, -0.0787, -0.3745, -0.0561, -0.5600, -0.1080, -0.0527, -0.0676, -0.0808, -0.0746, -0.1001, -0.0702, -0.1046, -0.0673, -0.0972, -0.0843, -0.0696, -0.1901, -0.1040, -0.0611, -0.0872, -0.0900, -0.3108, -0.1009, -0.0560, -0.1207, -0.0242, -0.3784, -0.0715, -0.0320, -0.3425, -0.3761, -0.0610, -0.1009, -0.0718, -0.3523, -0.1138, -0.0675, -0.0609, -0.0771, -0.0679, -0.0704, -0.0533, -0.0755, -0.0874, -0.1280, 0.1109, 0.1122, 0.1133, 0.1123, 0.1044, 0.1086, 0.0871, 0.1091, 0.0996, 0.1084, 0.0666, 0.1108, 0.1110, 0.1129, 0.1127, 0.1085, 0.1102, 0.1077, 0.1168, 0.0963, 0.1060, 0.0947, 0.1039, 0.1101, 0.1099, 0.1125, 0.1069, 0.0953, 0.0828, 0.0930, 0.0237, 0.0490, 0.1091, 0.0962, 0.1092, 0.0978, 0.1119, 0.0675, 0.1110, 0.1002, 0.1075, 0.0929, 0.1115, 0.1149, 0.0930, 0.0813, 0.1105, 0.0739, 0.0967, 0.1128, 0.1118, 0.1085, 0.0973, 0.1106], "total_charge": 1, "gap_ev": [6.321, 6.314]}